1.
Below is a structure of composition C11H15N6O7P2PbSe in a non-equilibrium geometry, with properties calculated with ωB97M-V/def2-TZVPD.

```
43
C11H15N6O7P2PbSe | the Open Molecules 2025 dataset | ωB97M-V/def2-TZVPD
Pb 0.5663 1.1968 -0.6130
C -1.8319 0.7880 3.3008
C -0.6839 1.7435 3.2728
O -0.3618 2.0964 4.6038
P -1.1430 3.1829 2.1484
O -2.2662 3.9846 2.9206
O 0.1193 4.1304 2.2473
O -1.3714 2.6873 0.7512
P 0.7879 0.9579 2.4200
O 1.6508 0.2300 3.5230
O 1.6178 2.1013 1.7999
O 0.2850 -0.0654 1.4159
H -2.6855 1.3305 3.7249
H -1.5826 0.0221 4.0728
H -2.0495 0.2292 2.3389
H 0.2875 2.7990 4.6897
H -3.0292 4.1866 2.3768
H 0.9396 3.4366 2.1125
H 2.3561 -0.2706 3.0547
Se 4.3518 0.7584 -1.7026
N 5.1213 -0.8661 -2.0074
C 4.1888 -1.8335 -1.8708
C 4.4880 -3.2464 -1.9123
C 3.3536 -4.0413 -1.6705
C 2.0699 -3.4544 -1.4351
N 1.7874 -2.1590 -1.4324
C 2.8327 -1.3482 -1.6354
N 2.7435 0.0154 -1.4638
H 5.5440 -3.6103 -1.9470
H 3.4551 -5.1123 -1.5834
H 1.2273 -4.1101 -1.1988
N -2.7505 -2.3283 -3.6082
C -2.7044 -1.0632 -3.0581
C -1.5581 -0.7203 -2.2749
N -1.6158 0.3326 -1.4211
C -2.7542 1.1056 -1.4483
C -3.8484 0.7497 -2.2971
N -3.8678 -0.3643 -3.0328
H -1.9258 -2.8812 -3.7101
H -3.5035 -2.5120 -4.2899
H -0.7537 -1.4521 -2.2141
H -2.7248 2.0084 -0.8092
H -4.7619 1.3659 -2.1377
```

The value obtained for the energy above the lowest of the compared OMol25 structures with the same formula, charge and spin is 0.0 kcal per mole. The calculation puts the molar mass at 691.384 g mol⁻¹. As for the total energy: -124094.404 eV. As for the HOMO-LUMO gap: 6.89 eV. As for the total charge: +1. The spin multiplicity is 1. For the LUMO energy, the calculation gives -4.74 eV. Its HOMO energy is -11.64 eV.

***

2.
Below is an isolated molecule of H3INPS in a non-equilibrium geometry, with properties calculated with ωB97M-V/def2-TZVPD.

```
7
H3INPS | the Open Molecules 2025 dataset | ωB97M-V/def2-TZVPD
H 0.0609 2.0243 -1.2513
N -0.0743 1.3748 -0.5056
S -0.2774 -0.0768 -1.0148
P 0.6885 -1.2291 0.6781
I -2.4898 -1.0153 -0.6985
H 0.2090 -0.3671 1.6726
H 1.8830 -0.7107 1.1196
```

The value obtained for the energy above the lowest of the compared OMol25 structures with the same formula, charge and spin is 24.8 kcal per mole. The calculation puts the molar mass at 206.976 g mol⁻¹. As for the total energy: -29761.032 eV. As for the HOMO-LUMO gap (spin up / spin down): 8.09 / 8.09 eV. As for the total charge: 0. The spin multiplicity is 1. For the LUMO energy (spin up / spin down), the calculation gives -0.99 / -0.99 eV. As for the structure (SMILES): [H]/N=S(#[PH2])/I. Its HOMO energy (spin up / spin down) is -9.08 / -9.08 eV.

***

3.
Below is a structure of composition C17H14IrN7O7S3, with properties calculated with ωB97M-V/def2-TZVPD.

```
49
C17H14IrN7O7S3 | the Open Molecules 2025 dataset | ωB97M-V/def2-TZVPD
Ir -0.5781 -0.1196 -0.0684
C -2.0517 0.8733 3.8725
C -1.4999 0.2459 2.6452
N -1.6603 0.7127 1.4544
N -2.3506 1.9015 1.2706
C -3.0679 1.9608 0.1091
N -3.6654 3.1064 -0.1760
S -3.1733 0.5927 -0.8582
C -0.7115 -0.9941 2.6728
C -0.4870 -1.7566 3.7973
C 0.1877 -2.9670 3.6589
C 0.5939 -3.3762 2.4053
C 0.3550 -2.5557 1.3116
N -0.2602 -1.3870 1.4592
H -2.8981 1.5134 3.6373
H -1.2777 1.4732 4.3581
H -2.3742 0.1115 4.5785
H -1.8792 2.7302 1.6155
H -3.6788 3.8880 0.4603
H -4.1302 3.2075 -1.0640
H -0.8352 -1.4263 4.7644
H 0.3747 -3.5844 4.5265
H 1.0948 -4.3203 2.2495
H 0.6462 -2.8302 0.3091
O -0.4928 1.3989 -1.5644
S 0.5732 2.2075 -0.8745
O 0.3019 3.6006 -0.7837
O 0.6338 1.4940 0.4635
C 2.1152 1.9596 -1.6863
C 2.6245 3.0802 -2.3248
C 3.8164 2.9960 -3.0320
C 4.4892 1.7925 -3.0998
C 3.9797 0.6672 -2.4602
C 2.7971 0.7336 -1.7466
S 2.3096 -0.7884 -0.9417
O 0.8108 -0.9148 -1.2889
O 3.0047 -1.8418 -1.6020
O 2.4603 -0.6288 0.4781
H 2.0863 4.0149 -2.2647
H 4.2065 3.8743 -3.5269
H 5.4154 1.7148 -3.6525
H 4.4964 -0.2802 -2.5171
O -1.5227 -1.7821 -0.6688
N -1.8352 -1.7819 -1.9674
C -1.8096 -2.9675 -2.4628
C -1.3878 -4.0953 -1.6694
N -1.0509 -4.9931 -1.0387
C -2.1934 -3.1494 -3.8324
N -2.5014 -3.3107 -4.9256
```

The value obtained for the energy above the lowest of the compared OMol25 structures with the same formula, charge and spin is 0.0 kcal per mole. The calculation puts the molar mass at 716.759 g mol⁻¹. As for the total energy: -77954.112 eV. As for the HOMO-LUMO gap (spin up / spin down): 7.54 / 6.12 eV. As for the total charge: +1. The spin multiplicity is 2. For the LUMO energy (spin up / spin down), the calculation gives -4.65 / -5.97 eV. Its HOMO energy (spin up / spin down) is -12.19 / -12.09 eV.

***

4.
Below is a cluster of 10 separate species, C55H125N5O10 in total in a non-equilibrium geometry, with properties calculated with ωB97M-V/def2-TZVPD.

```
195
C55H125N5O10 | the Open Molecules 2025 dataset | ωB97M-V/def2-TZVPD
C -2.3447 -3.8707 -1.9931
C -1.7193 -4.8295 -0.9507
O -0.5260 -4.3117 -0.4075
H -3.3486 -4.0804 -2.3622
H -1.6593 -3.7278 -2.8285
H -2.4951 -2.8856 -1.5515
H -1.4408 -5.8541 -1.1967
H -2.3691 -5.0380 -0.1008
H -0.2307 -5.0048 0.1875
C 4.4985 -0.3069 3.4867
C 4.8552 -0.7931 4.8966
O 4.3385 0.0248 5.9728
H 4.8464 -0.9969 2.7179
H 4.9223 0.6959 3.4327
H 3.4333 -0.0890 3.4093
H 5.9406 -0.8389 4.9855
H 4.3628 -1.7500 5.0698
H 3.3785 0.0336 5.9685
C 0.4864 0.4249 4.1992
C 0.9801 1.1379 5.4666
O 1.6518 0.2369 6.3073
H 0.6145 -0.6547 4.2780
H 0.9492 0.7238 3.2587
H -0.5817 0.6357 4.1459
H 0.1356 1.4642 6.0736
H 1.5379 2.0366 5.2036
H 1.6932 0.5805 7.2027
C 1.6702 -7.6000 0.2247
C 1.4154 -6.4399 1.2147
O 0.0038 -6.3932 1.2752
H 1.3209 -7.2482 -0.7460
H 1.1952 -8.5451 0.4878
H 2.7370 -7.8218 0.1947
H 1.8511 -5.5323 0.7967
H 1.7491 -6.6815 2.2238
H -0.2522 -6.1896 2.1778
C 1.4668 0.1203 0.1980
C 0.7036 -1.2196 0.3396
O 1.4583 -2.2223 -0.2983
H 1.6696 0.4654 -0.8159
H 2.3925 0.0015 0.7610
H 0.8328 0.8896 0.6388
H -0.2789 -1.1085 -0.1191
H 0.6738 -1.4440 1.4058
H 0.9186 -3.0075 -0.4154
C -0.3697 -3.5694 3.0882
C -1.5323 -4.3261 3.7651
C -2.8282 -3.9011 2.9921
C -4.0173 -4.7235 3.3205
C -3.5611 -6.1616 3.2064
C -2.3679 -6.6626 4.0532
N -1.2562 -5.7774 3.7511
O -0.0344 -6.1442 4.3509
C -2.7514 -6.8263 5.5310
C -1.9735 -8.0355 3.5290
C -1.6996 -3.6839 5.2133
H -0.6279 -2.5104 3.0969
H -0.2614 -3.8604 2.0433
H 0.5777 -3.7839 3.5827
H -3.1522 -2.8770 3.1771
H -2.7297 -4.0852 1.9223
H -4.8986 -4.4679 2.7322
H -4.1927 -4.5674 4.3849
H -3.3249 -6.4019 2.1697
H -4.4402 -6.6927 3.5713
H -3.6148 -7.4823 5.6421
H -1.9101 -7.2540 6.0764
H -3.1184 -5.9947 6.1326
H -2.7543 -8.7402 3.8148
H -1.8578 -8.0978 2.4469
H -1.0440 -8.4036 3.9634
H -0.8867 -3.8563 5.9186
H -2.6107 -3.9840 5.7308
H -1.8550 -2.6293 4.9856
H -0.1383 -5.7927 5.2381
C 2.9593 -4.6903 -1.6764
C 4.3114 -4.0743 -2.1776
C 4.8001 -4.7824 -3.4277
C 4.1248 -4.3705 -4.7070
C 4.3798 -2.8958 -4.8906
C 3.8325 -1.9970 -3.7162
N 4.3446 -2.5733 -2.4406
O 3.9651 -1.8176 -1.3080
C 4.4209 -0.5531 -3.9658
C 2.3119 -2.0423 -3.8103
C 5.3318 -4.2514 -1.0612
H 3.0766 -5.7627 -1.5203
H 2.0651 -4.5986 -2.2929
H 2.6281 -4.3786 -0.6858
H 5.8898 -4.8014 -3.4140
H 4.5551 -5.8445 -3.4140
H 3.0864 -4.7011 -4.7260
H 4.7429 -4.7854 -5.5032
H 3.9410 -2.6470 -5.8569
H 5.4266 -2.6748 -5.0993
H 5.5050 -0.6044 -4.0670
H 3.9864 -0.1445 -4.8781
H 4.1369 0.0927 -3.1349
H 1.8964 -3.0089 -3.5256
H 1.8814 -1.3522 -3.0846
H 1.9303 -1.8224 -4.8074
H 5.0025 -3.8012 -0.1247
H 6.2494 -3.6774 -1.1899
H 5.5058 -5.3030 -0.8333
H 3.1153 -2.1475 -1.0071
C -0.9007 2.5007 -2.5174
C -1.8261 1.4196 -3.2294
C -2.7673 0.8782 -2.0935
C -4.0545 0.1667 -2.6449
C -4.7156 1.0104 -3.7246
C -3.7979 1.4475 -4.8891
N -2.6401 2.1111 -4.2764
O -1.8453 2.7917 -5.1493
C -3.4542 0.2481 -5.8627
C -4.6119 2.5508 -5.7177
C -0.9399 0.2498 -3.7290
H -1.4651 3.3785 -2.2026
H -0.1359 2.9186 -3.1720
H -0.4401 1.9794 -1.6783
H -2.3362 0.1553 -1.4009
H -3.0480 1.6758 -1.4056
H -4.8068 -0.0876 -1.8982
H -3.7121 -0.8224 -2.9489
H -5.2219 1.8865 -3.3194
H -5.4976 0.4334 -4.2182
H -3.3475 -0.6318 -5.2282
H -4.2529 -0.0543 -6.5400
H -2.5472 0.4900 -6.4167
H -5.5964 2.1433 -5.9476
H -4.7541 3.4370 -5.0992
H -4.1929 2.9092 -6.6580
H -1.4292 -0.6676 -4.0564
H -0.1763 -0.0318 -3.0040
H -0.3821 0.5938 -4.6000
H -1.2826 2.0778 -5.4582
C -1.7357 2.3869 1.4971
C -2.8410 3.3988 1.7301
C -3.2295 3.3864 3.2285
C -4.1855 4.5295 3.5065
C -3.5663 5.8593 3.2095
C -3.0716 5.9705 1.7632
N -2.2742 4.8047 1.4090
O -1.7310 4.8821 0.1023
C -4.3439 6.2570 0.9096
C -2.1740 7.1960 1.7213
C -4.0552 3.0760 0.7219
H -1.5938 2.2358 0.4270
H -1.9244 1.4033 1.9272
H -0.7685 2.6489 1.9260
H -3.7937 2.4737 3.4205
H -2.3742 3.3502 3.9031
H -4.4574 4.4602 4.5597
H -5.1393 4.4056 2.9935
H -2.7351 6.0503 3.8883
H -4.3167 6.6316 3.3785
H -4.6086 7.3143 0.9224
H -4.1008 6.1417 -0.1467
H -5.2712 5.8039 1.2603
H -2.6846 8.0319 2.1995
H -1.2270 7.0785 2.2482
H -2.0351 7.5663 0.7056
H -4.1592 1.9945 0.6350
H -3.9300 3.5267 -0.2626
H -5.0187 3.5037 0.9994
H -2.4965 5.0948 -0.4366
C 2.5993 8.9023 -1.1178
C 2.0706 7.4710 -1.3686
C 2.1227 7.3366 -2.9713
C 2.0496 5.9095 -3.5056
C 3.2167 5.1186 -2.8933
C 3.1669 5.0674 -1.3322
N 3.0456 6.5030 -0.7799
O 3.0316 6.4365 0.5869
C 2.0564 4.1062 -0.9473
C 4.5281 4.5017 -0.8458
C 0.6068 7.3631 -0.9446
H 1.8805 9.5640 -1.6011
H 3.5842 9.0026 -1.5740
H 2.6680 9.1647 -0.0621
H 1.2819 7.9449 -3.3047
H 3.0425 7.7539 -3.3810
H 2.1119 5.8826 -4.5935
H 1.1080 5.4212 -3.2545
H 4.1824 5.5143 -3.2078
H 3.0612 4.1350 -3.3367
H 2.0120 3.9438 0.1296
H 1.0698 4.4038 -1.3025
H 2.2100 3.1049 -1.3497
H 4.5619 4.4742 0.2433
H 4.7854 3.5146 -1.2299
H 5.2940 5.2029 -1.1773
H 0.5639 7.4052 0.1438
H 0.2808 6.3529 -1.1920
H 0.0292 8.1513 -1.4276
H 2.1907 6.0458 0.8355
```

The calculation puts the molar mass at 1016.630 g mol⁻¹. As for the total energy: -86978.670 eV. As for the HOMO-LUMO gap (spin up / spin down): 1.63 / 8.26 eV. As for the total charge: -1. The spin multiplicity is 2. For the LUMO energy (spin up / spin down), the calculation gives 2.01 / 1.97 eV. Its HOMO energy (spin up / spin down) is 0.38 / -6.28 eV.

***

5.
Below is a structure of composition C57H56FeN6S3, with properties calculated with ωB97M-V/def2-TZVPD.

```
123
C57H56FeN6S3 | the Open Molecules 2025 dataset | ωB97M-V/def2-TZVPD
Fe -0.6278 1.5567 -0.4430
S -0.6402 1.4189 1.7947
C 0.9189 1.5436 2.3441
N 1.2585 1.6345 3.6449
C 2.6324 1.9040 4.0342
C 3.5552 1.0915 3.1677
N 3.2884 1.4001 1.7719
C 4.4521 1.4342 0.8917
C 5.2501 2.6980 1.0967
C 6.5458 2.6500 1.5931
C 7.2655 3.8203 1.8030
C 6.6871 5.0468 1.5206
C 5.3891 5.1020 1.0255
C 4.6735 3.9357 0.8141
C 2.0366 1.6040 1.3328
S 1.6654 1.9399 -0.2469
C 0.2728 1.5921 4.7203
C 0.4579 0.3554 5.5641
C 0.2188 -0.8951 4.9974
C 0.4131 -2.0490 5.7366
C 0.8496 -1.9659 7.0544
C 1.0856 -0.7264 7.6256
C 0.8914 0.4308 6.8799
H 2.7537 1.6320 5.0818
H 2.8542 2.9717 3.9207
H 3.4038 0.0202 3.3442
H 4.5940 1.3420 3.3811
H 4.0946 1.3565 -0.1335
H 5.0630 0.5547 1.1100
H 6.9997 1.6897 1.8123
H 8.2757 3.7708 2.1882
H 7.2450 5.9598 1.6826
H 4.9351 6.0579 0.7990
H 3.6632 3.9784 0.4230
H -0.7153 1.6028 4.2663
H 0.3739 2.4960 5.3278
H -0.1261 -0.9515 3.9712
H 0.2168 -3.0154 5.2900
H 0.9995 -2.8675 7.6337
H 1.4212 -0.6563 8.6521
H 1.0720 1.4009 7.3295
C -2.7239 -2.8078 -4.1921
C -1.4732 -2.4429 -5.0021
C -0.2575 -3.1452 -4.3841
C -1.6592 -2.9698 -6.4259
C -1.2569 -0.9268 -4.9663
C -1.1868 -0.1547 -6.1337
C -1.0180 1.2172 -6.0846
C -0.9007 1.8311 -4.8470
S -0.7699 3.5198 -4.4792
C -0.7599 3.1231 -2.7859
N -0.8089 1.8463 -2.5010
C -0.9297 1.0833 -3.6639
C -1.1241 -0.2927 -3.7392
C -0.7092 4.1109 -1.7267
C -0.7112 5.4837 -1.9913
C -0.6670 6.3752 -0.9399
C -0.6172 5.8691 0.3599
C -0.6220 4.5042 0.5964
C -0.6846 3.5513 -0.4359
H -2.8570 -3.8927 -4.1734
H -3.6166 -2.3614 -4.6347
H -2.6500 -2.4605 -3.1613
H -0.3951 -4.2291 -4.4087
H -0.1161 -2.8445 -3.3436
H 0.6536 -2.9046 -4.9357
H -1.8296 -4.0476 -6.3936
H -0.7754 -2.7935 -7.0411
H -2.5192 -2.5104 -6.9157
H -1.2837 -0.6222 -7.1023
H -0.9942 1.8008 -6.9955
H -1.1680 -0.8564 -2.8234
H -0.7559 5.8526 -3.0109
H -0.6757 7.4424 -1.1184
H -0.5800 6.5585 1.1966
H -0.5935 4.1695 1.6296
C -1.1118 -5.4812 -1.2085
C -2.0683 -5.0073 -0.1515
C -2.9250 -5.8888 0.4948
C -3.8191 -5.4569 1.4635
C -3.8477 -4.1160 1.8128
C -2.9888 -3.2185 1.1985
C -2.1130 -3.6542 0.2054
N -1.2233 -2.7691 -0.4346
C -1.3835 -1.3933 -0.5518
N -2.6457 -1.0294 -0.8299
C -3.3192 0.2242 -0.7064
C -2.6289 1.4031 -0.4081
C -3.4754 2.5054 -0.1981
C -4.8537 2.4569 -0.3300
C -5.4719 1.2718 -0.6958
C -4.7110 0.1306 -0.8861
C -5.3848 -1.1625 -1.2749
N -0.3726 -0.5765 -0.5084
C 0.8345 -1.1127 0.0221
C 0.8785 -1.4967 1.3660
C 2.0452 -1.9560 1.9533
C 3.2046 -2.0336 1.1925
C 3.1670 -1.6488 -0.1383
C 2.0020 -1.1839 -0.7472
C 2.0295 -0.7677 -2.1901
H -1.2784 -6.5331 -1.4343
H -0.0697 -5.3755 -0.8910
H -1.2284 -4.9051 -2.1288
H -2.8951 -6.9364 0.2196
H -4.4856 -6.1625 1.9407
H -4.5300 -3.7618 2.5742
H -2.9981 -2.1753 1.4893
H -0.2766 -3.0953 -0.5437
H -3.2587 -1.8135 -0.9779
H -3.0352 3.4575 0.0694
H -5.4465 3.3483 -0.1612
H -6.5466 1.2246 -0.8307
H -6.4431 -0.9893 -1.4643
H -5.3176 -1.9250 -0.4907
H -4.9604 -1.5896 -2.1892
H -0.0324 -1.4159 1.9472
H 2.0460 -2.2473 2.9970
H 4.1277 -2.3935 1.6295
H 4.0709 -1.7006 -0.7357
H 3.0306 -0.4385 -2.4697
H 1.3295 0.0419 -2.3791
H 1.7525 -1.5941 -2.8483
```

The value obtained for the energy above the lowest of the compared OMol25 structures with the same formula, charge and spin is 0.4 kcal per mole. The calculation puts the molar mass at 977.163 g mol⁻¹. As for the total energy: -135854.265 eV. As for the HOMO-LUMO gap: 6.24 eV. As for the total charge: 0. The spin multiplicity is 1. For the LUMO energy, the calculation gives -0.57 eV. Its HOMO energy is -6.81 eV.